Record 1
ORCA calculation (ωB97M-V/def2-TZVPD) on a molecular structure, C24H29N10NdO3.

Values from the calculation:
HOMO-LUMO gap (spin up / spin down) = 0.316 / 0.317 Ha
energy relative to the best compared isomer or geometry (same formula, charge and spin) = 0.0 kcal per mole
HOMO level (spin up / spin down) = -13.9000 / -13.9014 eV
⟨S²⟩ = 3.752
charge = +2
spin multiplicity = 4

Last column: natural (NBO) charge in e.
Cartesian coordinates (Å):
1 Nd 0.275 -0.308 0.529  1.93
2 C 2.171 3.858 2.195  -0.25
3 C 1.919 2.570 1.714  0.09
4 N 0.791 2.220 1.115  -0.52
5 C -0.168 3.167 0.942  0.16
6 C -0.007 4.481 1.404  -0.08
7 C 1.201 4.812 2.044  -0.09
8 C -1.059 5.443 1.235  -0.17
9 C -2.214 5.097 0.635  -0.15
10 C -2.409 3.765 0.138  -0.10
11 C -3.596 3.383 -0.513  -0.09
12 C -3.725 2.103 -0.985  -0.25
13 C -2.666 1.211 -0.793  0.08
14 N -1.538 1.537 -0.189  -0.51
15 C -1.397 2.803 0.267  0.23
16 H 3.114 4.073 2.677  0.25
17 H 2.666 1.791 1.816  0.21
18 H 1.347 5.821 2.408  0.24
19 H -0.902 6.447 1.606  0.24
20 H -3.014 5.815 0.511  0.24
21 H -4.393 4.106 -0.635  0.24
22 H -4.620 1.773 -1.492  0.24
23 H -2.743 0.187 -1.143  0.21
24 N 0.748 -0.661 3.146  -0.68
25 N 0.602 -2.058 3.319  -0.51
26 C 0.443 -2.835 2.166  0.88
27 O -0.179 -3.880 2.205  -0.67
28 O 0.985 -2.295 1.111  -0.83
29 H 1.565 -0.344 3.658  0.39
30 H -0.071 -0.191 3.528  0.39
31 H 0.074 -2.375 4.119  0.40
32 C -3.362 -5.141 0.680  -0.43
33 N -2.965 -3.743 0.593  -0.36
34 C -3.122 -2.789 1.680  -0.32
35 C -2.205 -1.695 1.202  0.69
36 O -1.824 -0.698 1.838  -0.68
37 N -1.702 -1.975 -0.016  -0.68
38 C -2.082 -3.255 -0.271  0.69
39 N -1.603 -3.935 -1.305  -0.75
40 H -4.172 -5.223 1.400  0.24
41 H -2.525 -5.757 1.012  0.23
42 H -3.742 -5.485 -0.281  0.22
43 H -2.754 -3.203 2.620  0.27
44 H -4.151 -2.445 1.797  0.25
45 H -0.800 -3.555 -1.776  0.42
46 H -1.764 -4.924 -1.391  0.42
47 C -1.001 -0.456 -5.255  -0.59
48 C 0.411 -0.415 -4.675  -0.52
49 C 0.411 -0.361 -3.212  0.48
50 N 0.415 -0.318 -2.065  -0.47
51 H -0.934 -0.515 -6.339  0.25
52 H -1.560 0.441 -4.997  0.23
53 H -1.549 -1.328 -4.901  0.22
54 H 0.967 0.461 -5.015  0.27
55 H 0.995 -1.296 -4.952  0.27
56 C 6.005 -0.104 -1.566  -0.41
57 N 4.894 -0.252 -0.631  -0.31
58 C 4.961 -0.797 0.627  -0.06
59 C 3.700 -0.744 1.130  -0.08
60 N 2.854 -0.181 0.198  -0.58
61 C 3.617 0.103 -0.843  0.21
62 H 6.919 -0.402 -1.061  0.24
63 H 6.095 0.935 -1.874  0.23
64 H 5.853 -0.744 -2.432  0.22
65 H 5.886 -1.171 1.028  0.24
66 H 3.342 -1.115 2.074  0.23
67 H 3.292 0.568 -1.760  0.21

Record 2
ORCA calculation (ωB97M-V/def2-TZVPD) on a gas-phase ion, C24H29N2 (charge +1) in a non-equilibrium geometry.

Values from the calculation:
HOMO-LUMO gap = 0.297 Ha
energy relative to the best compared isomer or geometry (same formula, charge and spin) = 61.7 kcal per mole
HOMO level = -10.4850 eV
charge = +1
SMILES = Cc1ccc([C@H](c2cn(C)c3ccccc23)[N+]23CCC(CC2)CC3)cc1
spin multiplicity = 1

Last column: natural (NBO) charge in e.
Cartesian coordinates (Å):
1 C 4.012 0.431 -1.452  -0.43
2 C 2.476 0.582 -1.499  -0.22
3 N 1.760 -0.358 -0.479  -0.25
4 C 2.208 0.041 0.891  -0.23
5 C 3.726 -0.015 0.998  -0.45
6 C 4.455 -0.496 -0.295  -0.20
7 C 3.857 -1.878 -0.649  -0.43
8 C 2.312 -1.801 -0.753  -0.22
9 H 4.364 -0.011 -2.397  0.22
10 H 4.518 1.412 -1.383  0.24
11 H 2.202 1.584 -1.203  0.23
12 H 2.087 0.413 -2.513  0.23
13 H 1.771 1.045 1.048  0.23
14 H 1.648 -0.588 1.608  0.23
15 H 4.091 0.980 1.298  0.23
16 H 3.973 -0.680 1.831  0.23
17 H 5.576 -0.513 -0.158  0.25
18 H 4.284 -2.204 -1.614  0.23
19 H 4.185 -2.647 0.078  0.23
20 H 1.877 -2.450 -0.008  0.22
21 H 1.989 -2.146 -1.743  0.23
22 C -1.399 -4.292 2.082  -0.41
23 N -1.472 -2.940 1.570  -0.34
24 C -0.378 -2.145 1.390  0.02
25 C -0.700 -0.877 0.857  -0.22
26 C 0.095 -0.079 -0.115  0.05
27 C -0.385 1.430 -0.277  -0.13
28 C -0.999 1.583 -1.530  -0.18
29 C -1.675 2.745 -1.896  -0.22
30 C -1.684 3.844 -1.010  0.02
31 C -2.458 5.099 -1.385  -0.65
32 C -0.950 3.768 0.198  -0.23
33 C -0.310 2.571 0.566  -0.14
34 C -2.190 -0.829 0.914  -0.01
35 C -3.146 0.006 0.396  -0.21
36 C -4.500 -0.314 0.391  -0.23
37 C -4.896 -1.581 0.922  -0.18
38 C -3.944 -2.589 1.346  -0.25
39 C -2.586 -2.151 1.293  0.15
40 H -2.333 -4.819 1.846  0.23
41 H -0.537 -4.810 1.617  0.21
42 H -1.264 -4.334 3.187  0.22
43 H 0.590 -2.561 1.626  0.20
44 H 0.113 -0.531 -1.167  0.21
45 H -1.015 0.708 -2.178  0.22
46 H -2.252 2.754 -2.839  0.23
47 H -2.211 5.928 -0.678  0.22
48 H -2.143 5.470 -2.394  0.23
49 H -3.583 5.002 -1.425  0.24
50 H -0.973 4.652 0.878  0.23
51 H 0.218 2.556 1.521  0.22
52 H -2.880 1.017 0.063  0.22
53 H -5.288 0.410 0.041  0.23
54 H -5.967 -1.807 0.957  0.22
55 H -4.271 -3.587 1.629  0.23

Record 3
ORCA calculation (ωB97M-V/def2-TZVPD) on a molecular structure, C24H29N3O3Tl in a non-equilibrium geometry.

Values from the calculation:
HOMO-LUMO gap = 0.274 Ha
energy relative to the best compared isomer or geometry (same formula, charge and spin) = 5.7 kcal per mole
HOMO level = -4.7807 eV
charge = -1
spin multiplicity = 1

Last column: natural (NBO) charge in e.
Cartesian coordinates (Å):
1 Tl -0.922 -1.054 -1.083  0.84
2 C 1.023 0.153 3.545  -0.60
3 C -0.044 -0.826 3.037  -0.42
4 C -1.428 -0.413 3.419  -0.06
5 C -1.953 -0.743 4.668  -0.19
6 C -3.253 -0.360 5.007  -0.24
7 C -4.016 0.217 4.031  -0.20
8 C -3.585 0.511 2.779  -0.03
9 C -4.542 0.989 1.723  -0.42
10 C -4.299 2.470 1.516  -0.60
11 C -2.216 0.181 2.507  0.15
12 N -1.718 0.478 1.256  -0.55
13 C -0.926 1.470 1.170  0.15
14 C -0.257 2.067 0.031  -0.07
15 C 0.383 3.325 -0.022  -0.28
16 C 0.837 3.414 -1.301  -0.35
17 C 0.527 2.222 -2.001  -0.04
18 N -0.194 1.422 -1.206  -0.59
19 H 1.965 0.000 2.985  0.21
20 H 1.222 -0.012 4.594  0.20
21 H 0.668 1.189 3.297  0.21
22 H 0.158 -1.802 3.454  0.20
23 H 0.087 -0.837 1.961  0.22
24 H -1.401 -1.247 5.409  0.19
25 H -3.665 -0.723 5.894  0.20
26 H -5.026 0.477 4.446  0.19
27 H -5.555 0.786 2.037  0.20
28 H -4.405 0.421 0.748  0.23
29 H -4.493 3.047 2.366  0.20
30 H -4.894 2.950 0.743  0.20
31 H -3.265 2.682 1.200  0.22
32 H -0.742 2.090 2.097  0.15
33 H 0.479 3.963 0.820  0.20
34 H 1.483 4.248 -1.556  0.20
35 H 0.877 1.932 -2.965  0.20
36 O 0.006 -0.648 -3.823  -0.77
37 C 1.273 -0.526 -4.393  -0.04
38 C 2.233 -1.722 -4.246  -0.42
39 C 2.296 -2.246 -2.840  -0.45
40 C 2.883 -1.277 -1.840  0.25
41 C 4.241 -1.020 -1.947  -0.27
42 C 4.795 -0.217 -1.024  -0.17
43 C 3.963 0.462 -0.154  -0.27
44 C 2.601 0.258 -0.116  0.05
45 N 2.056 -0.684 -0.914  -0.47
46 H -0.283 -1.562 -3.943  0.51
47 H 1.751 0.310 -3.952  0.16
48 H 1.221 -0.392 -5.548  0.14
49 H 3.230 -1.372 -4.539  0.18
50 H 1.858 -2.556 -4.869  0.25
51 H 2.929 -3.127 -2.884  0.22
52 H 1.266 -2.460 -2.543  0.24
53 H 4.840 -1.460 -2.727  0.21
54 H 5.805 0.144 -1.077  0.20
55 H 4.397 1.154 0.507  0.20
56 H 1.958 0.888 0.511  0.22
57 O 0.491 -4.556 -4.131  -0.75
58 C -0.552 -4.159 -3.617  0.65
59 O -1.000 -3.027 -3.467  -0.81
60 H -1.164 -4.892 -3.029  0.01

Record 4
ORCA calculation (ωB97M-V/def2-TZVPD) on a single C24H29N3O5 molecule in a non-equilibrium geometry.

Values from the calculation:
HOMO-LUMO gap = 0.330 Ha
energy relative to the best compared isomer or geometry (same formula, charge and spin) = 91.9 kcal per mole
HOMO level = -8.3162 eV
charge = 0
SMILES = COc1cc(C(=O)NC[C@@H](c2ccco2)N2CCCC2)ccc1OCc1c(C)noc1C
spin multiplicity = 1

Last column: natural (NBO) charge in e.
Cartesian coordinates (Å):
1 C -4.931 -2.087 -0.745  -0.25
2 H -5.542 -1.995 -1.642  0.19
3 O -3.659 -1.576 -1.098  -0.51
4 C -2.665 -1.671 -0.165  0.25
5 C -1.417 -2.089 -0.615  -0.20
6 C -0.331 -2.185 0.243  -0.13
7 C -0.506 -1.923 1.598  -0.21
8 C -1.735 -1.490 2.054  -0.27
9 C -2.806 -1.318 1.184  0.29
10 O -3.985 -0.761 1.657  -0.54
11 C -3.890 0.654 1.810  -0.08
12 C -3.509 1.333 0.536  -0.23
13 C -4.306 1.620 -0.543  0.38
14 O -3.557 2.166 -1.509  -0.27
15 N -2.268 2.237 -1.095  -0.16
16 C -2.209 1.745 0.114  0.17
17 C -0.925 1.679 0.853  -0.65
18 H -0.473 0.696 0.728  0.24
19 H -1.082 1.858 1.914  0.22
20 H -0.242 2.424 0.453  0.24
21 C -5.757 1.451 -0.790  -0.67
22 H -6.191 2.396 -1.112  0.24
23 H -6.254 1.107 0.112  0.23
24 H -5.911 0.722 -1.584  0.24
25 H -4.885 0.966 2.139  0.20
26 H -3.160 0.899 2.593  0.18
27 H -1.880 -1.252 3.097  0.22
28 H 0.306 -2.058 2.296  0.22
29 C 0.984 -2.554 -0.358  0.68
30 O 1.082 -3.259 -1.342  -0.62
31 N 2.063 -2.040 0.292  -0.62
32 H 1.913 -1.290 0.953  0.41
33 C 3.345 -1.978 -0.361  -0.23
34 H 3.296 -2.616 -1.246  0.25
35 H 4.123 -2.349 0.310  0.20
36 C 3.644 -0.519 -0.773  -0.09
37 N 3.669 0.315 0.417  -0.46
38 C 4.782 0.034 1.324  -0.22
39 H 4.436 -0.644 2.111  0.19
40 C 5.220 1.385 1.909  -0.41
41 H 6.164 1.701 1.464  0.20
42 H 5.351 1.343 2.989  0.21
43 C 4.102 2.338 1.491  -0.40
44 H 4.434 3.371 1.404  0.22
45 H 3.276 2.289 2.200  0.20
46 C 3.666 1.748 0.158  -0.22
47 H 2.669 2.074 -0.141  0.21
48 H 4.378 2.024 -0.639  0.17
49 H 5.618 -0.451 0.801  0.18
50 C 2.585 -0.055 -1.725  0.27
51 C 2.620 0.130 -3.074  -0.29
52 C 1.319 0.541 -3.452  -0.31
53 C 0.589 0.575 -2.307  0.09
54 O 1.346 0.213 -1.255  -0.43
55 H -0.428 0.853 -2.109  0.22
56 H 0.980 0.777 -4.440  0.23
57 H 3.465 -0.011 -3.718  0.23
58 H 4.612 -0.497 -1.313  0.19
59 H -1.289 -2.324 -1.660  0.25
60 H -4.856 -3.142 -0.465  0.18
61 H -5.387 -1.533 0.077  0.19